Run one
ORCA calculation (the ωB97M-V functional and the def2-TZVPD basis) on the molecule CH4S2.

Structure (ORCA input):
```
! wB97M-V def2-TZVPD RIJCOSX def2/J DEFGRID3
* xyz 0 1
C 0.5411 -0.6938 -0.1129
S -0.2785 1.0799 -0.2480
S -2.2923 1.2889 -0.2885
H 0.6321 -1.0215 0.9105
H 1.4530 -0.6947 -0.6788
H -0.2017 -1.3129 -0.6202
H 0.1463 1.3542 1.0379
*
```

E_HOMO: -8.3 eV

Atom charges from the natural (NBO) analysis, given in e for atoms 1 to 4:
1. C -0.702
2. S 0.370
3. S -0.467
4. H 0.226

***

Run two
ORCA calculation (the ωB97M-V functional and the def2-TZVPD basis) on a 2-piece molecular cluster, CH4S2 overall.

Structure (ORCA input):
```
! wB97M-V def2-TZVPD RIJCOSX def2/J DEFGRID3
* xyz 0 1
C 1.1493 0.4873 -0.2103
H -0.5804 -0.5738 0.5148
H -2.5007 -0.2819 0.6320
H 1.4303 1.1507 -1.0302
H 0.5676 0.9464 0.5912
S -1.6303 -0.6657 -0.3122
S 1.5642 -1.0631 -0.1853
*
```

structure (SMILES): C=S.S
E_HOMO: -9.1 eV

Atom charges from the natural (NBO) analysis, given in e for atoms 1 to 4:
1. C -0.468
2. H 0.143
3. H 0.135
4. H 0.200

***

Q: Which of them is the most stable? A: run one.

***

Run one
ORCA calculation (the ωB97M-V functional and the def2-TZVPD basis) on a 2-piece molecular cluster, C4H6O4 overall.

Structure (ORCA input):
```
! wB97M-V def2-TZVPD RIJCOSX def2/J DEFGRID3
* xyz -2 1
C 2.8078 -1.5449 -1.0882
C 1.9516 -0.5408 -0.1918
O 0.7618 -0.8730 -0.0226
O 2.5987 0.4453 0.2132
H 3.1319 -2.3953 -0.4773
H 3.6729 -0.9487 -1.3832
H 2.2332 -1.9675 -1.9141
C -2.7864 0.5582 0.7022
C -2.0182 1.9012 0.7308
O -0.9176 1.9233 0.1649
O -2.5913 2.8430 1.3779
H -2.0101 -0.2053 0.7675
H -3.2412 0.4337 -0.2911
H -3.5932 0.3707 1.4117
*
```

E_HOMO: -0.5 eV

Atom charges from the natural (NBO) analysis, given in e for atoms 1 to 4:
1. C -0.764
2. C 0.774
3. O -0.765
4. O -0.791

***

Run two
ORCA calculation (the ωB97M-V functional and the def2-TZVPD basis) on a 2-piece molecular cluster, C4H6O4 overall.

Structure (ORCA input):
```
! wB97M-V def2-TZVPD RIJCOSX def2/J DEFGRID3
* xyz -2 1
C -1.3912 -1.3036 0.7210
C -1.4643 -0.7214 2.1888
O -2.5920 -0.3614 2.6170
O -0.3965 -0.7825 2.8500
H -0.4144 -1.1498 0.2717
H -2.1724 -0.8579 0.1130
H -1.5250 -2.3871 0.7713
C 1.6676 0.4181 -3.3381
C 1.4087 0.9264 -1.8451
O 1.3478 -0.0702 -1.0873
O 1.3381 2.1278 -1.5513
H 2.7160 0.1528 -3.3687
H 1.3418 0.9900 -4.2248
H 0.9819 -0.4342 -3.4099
*
```

E_HOMO: -0.8 eV

Atom charges from the natural (NBO) analysis, given in e for atoms 1 to 4:
1. C -0.747
2. C 0.771
3. O -0.830
4. O -0.801

***

Q: Which of them is the most stable? A: run two.

***

Run one
ORCA calculation (the ωB97M-V functional and the def2-TZVPD basis) on a 3-piece molecular cluster, CHNO6S overall.

Structure (ORCA input):
```
! wB97M-V def2-TZVPD RIJCOSX def2/J DEFGRID3
* xyz 0 1
C -0.9767 2.2076 0.8804
N 2.3612 -0.5225 -0.3308
O -0.0586 2.8624 1.0944
O 3.1492 0.3244 -0.5195
O -1.6832 -1.1985 -1.1023
O -1.0329 -1.8161 1.1490
O 1.2920 -0.6069 -1.1925
O -1.8086 1.4016 0.7794
S -2.0027 -1.1868 0.2951
H 0.7603 -1.4651 -1.0532
*
```

E_HOMO: -10.1 eV

Atom charges from the natural (NBO) analysis, given in e for atoms 1 to 4:
1. C 1.041
2. N 0.337
3. O -0.473
4. O -0.276

***

Run two
ORCA calculation (the ωB97M-V functional and the def2-TZVPD basis) on a 3-piece molecular cluster, CHNO6S overall.

Structure (ORCA input):
```
! wB97M-V def2-TZVPD RIJCOSX def2/J DEFGRID3
* xyz 0 1
C -1.5949 0.3680 2.4030
N -0.3387 0.4371 -1.4904
O -2.5455 0.5109 3.0137
O -1.3761 0.9979 -1.5352
O 2.5428 0.8050 0.2448
O 1.6991 -1.2224 -0.6984
O -0.1437 -0.5945 -2.3439
O -0.6366 0.2394 1.7826
S 1.8214 -0.4098 0.4793
H 0.5722 -1.1316 -1.8556
*
```

E_HOMO: -10.1 eV

Atom charges from the natural (NBO) analysis, given in e for atoms 1 to 4:
1. C 1.038
2. N 0.301
3. O -0.487
4. O -0.293

***

Q: Which of them is the most stable? A: run two.

***

Run one
ORCA calculation (the ωB97M-V functional and the def2-TZVPD basis) on an isolated ion of composition C2H3NOPS and charge +1.

Structure (ORCA input):
```
! wB97M-V def2-TZVPD RIJCOSX def2/J DEFGRID3
* xyz 1 1
C -0.0783 0.1923 0.1445
C 1.3580 -0.2343 -0.0046
N -0.5960 1.2471 0.1082
O -1.5980 1.8894 -0.0646
P -1.2917 -1.5066 -0.0321
S -2.9257 -0.5554 0.0333
H 2.1526 0.3020 0.5474
H 1.6060 -0.1722 -1.1817
H 1.3731 -1.1624 0.4497
*
```

E_HOMO: -15.6 eV

Atom charges from the natural (NBO) analysis, given in e for atoms 1 to 4:
1. C 0.003
2. C -0.662
3. N 0.266
4. O -0.146

***

Run two
ORCA calculation (the ωB97M-V functional and the def2-TZVPD basis) on a 2-piece molecular cluster, C2H3NOPS overall.

Structure (ORCA input):
```
! wB97M-V def2-TZVPD RIJCOSX def2/J DEFGRID3
* xyz 1 1
C 0.1441 -0.2136 0.0481
C -0.9211 -1.1412 -0.4182
N 1.1770 -0.1245 0.7103
O 2.1061 0.3744 1.2294
P -0.1454 2.2321 -0.5358
S 1.3912 2.8480 0.3829
H -0.6333 -2.0761 -0.9088
H -1.7423 -0.4755 -1.0082
H -1.3764 -1.4235 0.5005
*
```

E_HOMO: -15.0 eV

Atom charges from the natural (NBO) analysis, given in e for atoms 1 to 4:
1. C 0.117
2. C -0.690
3. N 0.236
4. O -0.211

***

Q: Which of them is the most stable? A: run two.

***

Run one
ORCA calculation (the ωB97M-V functional and the def2-TZVPD basis) on a 3-piece molecular cluster, C5H18NO2 overall.

Structure (ORCA input):
```
! wB97M-V def2-TZVPD RIJCOSX def2/J DEFGRID3
* xyz 1 1
C 0.5229 -0.8095 -0.9338
C 0.1430 -0.3991 0.4858
C 1.2155 -0.0386 1.5151
C 2.0902 1.2013 1.1996
C 1.3555 2.5416 1.0621
N 0.2377 -2.2118 -1.4284
H 1.6056 -0.6707 -0.9946
H 0.0818 -0.1408 -1.6700
H -0.4318 0.5295 0.4071
H -0.5557 -1.1341 0.9120
H 0.5412 0.3145 2.3198
H 1.8574 -0.8077 1.9617
H 2.7915 1.2793 2.0383
H 2.6904 0.9296 0.3134
H 1.0365 2.7458 0.0355
H 2.1218 3.3131 1.2356
H 0.5715 2.7201 1.8016
H 0.6195 -2.3810 -2.3545
H 0.5889 -2.9063 -0.7669
H -0.8011 -2.3475 -1.3765
H -2.7195 -0.9027 -1.1349
H -3.1562 -1.8390 -2.3345
O -2.5049 -1.6954 -1.6585
H -3.4129 0.8753 0.5621
H -3.5027 1.1447 -0.9313
O -2.9865 0.6892 -0.2659
*
```

E_HOMO: -14.3 eV

Atom charges from the natural (NBO) analysis, given in e for atoms 1 to 4:
1. C -0.233
2. C -0.443
3. C -0.402
4. C -0.399

***

Run two
ORCA calculation (the ωB97M-V functional and the def2-TZVPD basis) on a 3-piece molecular cluster, C5H18NO2 overall.

Structure (ORCA input):
```
! wB97M-V def2-TZVPD RIJCOSX def2/J DEFGRID3
* xyz 1 1
C 1.0261 -0.7152 -0.9682
C -0.2416 -0.1998 -0.2967
C -0.2705 -0.2477 1.2423
C -0.2653 -1.7205 1.6347
C 1.0141 0.3785 1.7762
N -0.3754 1.2527 -0.7634
H 1.7003 0.1318 -1.1248
H 0.7933 -1.1817 -1.9226
H 1.6314 -1.4266 -0.4137
H -1.1339 -0.6749 -0.6939
H -1.1208 0.3167 1.6174
H -1.2411 -2.1970 1.5907
H 0.0521 -1.8329 2.6749
H 0.4107 -2.3312 1.0524
H 1.8923 -0.2282 1.5416
H 1.0477 0.3123 2.8671
H 1.1778 1.4228 1.5258
H 0.1795 1.4859 -1.5951
H -0.1401 1.8832 0.0116
H -1.3124 1.5870 -0.9997
H 2.4037 3.2372 -2.4605
H 0.9635 3.5577 -2.7692
O 1.5234 2.8340 -2.4599
H -3.7985 -1.4502 -0.0240
H -2.9200 -2.5775 -0.5093
O -2.9963 -1.6163 -0.5337
*
```

E_HOMO: -14.9 eV

Atom charges from the natural (NBO) analysis, given in e for atoms 1 to 4:
1. C -0.651
2. C -0.047
3. C -0.238
4. C -0.614

***

Q: Which of them is the most stable? A: run two.

***

Run one
ORCA calculation (the ωB97M-V functional and the def2-TZVPD basis) on an isolated ion of composition C6H12N3O and charge +1.

Structure (ORCA input):
```
! wB97M-V def2-TZVPD RIJCOSX def2/J DEFGRID3
* xyz 1 1
C 2.6221 0.2814 -0.3191
C -0.9967 -0.1677 -0.5413
C 0.7225 1.9014 -0.6751
C -0.3026 2.0278 0.3937
C -3.1943 -1.1393 0.0664
C 3.2687 -1.7311 0.3460
N 1.5254 0.7651 -0.3226
N -1.2388 0.8751 0.2649
N -1.9323 -1.1127 -0.6465
O 3.6354 -0.3589 -0.1308
H 0.2952 1.6427 -1.7219
H 1.2957 2.7932 -0.6804
H 0.2084 1.8595 1.4395
H -0.9789 2.9036 0.2854
H -2.9398 -0.9563 1.1775
H -3.5520 -2.1560 0.2004
H -4.0327 -0.4657 -0.1378
H 3.8943 -2.4189 -0.1418
H 2.2086 -1.9863 0.2654
H 3.4983 -1.6383 1.3465
H -2.1308 0.8690 0.8158
H -1.8755 -1.7877 -1.2841
*
```

E_HOMO (alpha / beta): -11.6 / -11.6 eV

Atom charges from the natural (NBO) analysis, given in e for atoms 1 to 4:
1. C 0.876
2. C 0.142
3. C -0.259
4. C -0.217

***

Run two
ORCA calculation (the ωB97M-V functional and the def2-TZVPD basis) on an isolated ion of composition C6H12N3O and charge +1.

Structure (ORCA input):
```
! wB97M-V def2-TZVPD RIJCOSX def2/J DEFGRID3
* xyz 1 1
C 0.4791 0.3755 1.8797
C 0.1374 -0.8425 2.3943
C 1.8975 -0.1647 -1.4213
C 1.1276 0.5484 0.6514
C -0.4369 -1.0384 3.7214
C -1.7377 1.0944 -3.2444
N -1.1340 1.4556 -1.9968
N 0.7273 0.1465 -2.1855
N -0.0761 1.0399 -1.5876
O 1.4979 -0.4609 -0.0802
H 0.2906 1.2691 2.4581
H 0.3169 -1.7307 1.8005
H 2.4040 -1.0463 -1.8164
H 2.5774 0.6986 -1.4097
H 1.4158 1.5521 0.3504
H -0.5512 -0.1056 4.2668
H -1.4052 -1.5382 3.6397
H 0.1884 -1.7331 4.2905
H -1.0167 0.8771 -4.0377
H -2.3783 1.9221 -3.5424
H -2.3779 0.2221 -3.0873
H 0.3535 -0.5460 -2.8263
*
```

E_HOMO: -12.7 eV

Atom charges from the natural (NBO) analysis, given in e for atoms 1 to 4:
1. C -0.407
2. C 0.134
3. C 0.079
4. C 0.448

***

Run three
ORCA calculation (the ωB97M-V functional and the def2-TZVPD basis) on a 2-piece molecular cluster, C6H12N3O overall.

Structure (ORCA input):
```
! wB97M-V def2-TZVPD RIJCOSX def2/J DEFGRID3
* xyz 1 1
C -1.6762 2.4235 0.7507
C 0.2260 0.9986 -0.2116
C -1.8395 2.3363 -0.7117
C -0.6217 1.5167 -1.3330
C -0.5300 0.5093 0.9248
C 2.2463 -3.3344 0.2988
N -1.2188 1.4870 1.5372
N 1.4500 1.0148 -0.4589
N -0.6089 -0.7102 1.2046
O 1.4840 -2.2863 -0.3381
H -2.2750 3.1409 1.3732
H -2.8641 1.7947 -1.0507
H -1.9649 3.2994 -1.1291
H 0.2051 1.9791 -1.8821
H -1.0431 0.6748 -1.9626
H 2.8552 -3.8466 -0.4020
H 1.5826 -3.9679 0.9795
H 3.0046 -2.8935 0.8847
H 2.0477 0.6787 0.2267
H -0.1365 -1.3821 0.5001
H -1.3405 -0.8610 1.8924
H 1.0178 -2.5715 -1.0931
*
```

E_HOMO: -14.2 eV

Atom charges from the natural (NBO) analysis, given in e for atoms 1 to 4:
1. C 0.258
2. C 0.181
3. C -0.525
4. C -0.461

***

Q: Which of them is the most stable? A: run three.

***

Run one
ORCA calculation (the ωB97M-V functional and the def2-TZVPD basis) on a 2-piece molecular cluster, C3H5F2N overall.

Structure (ORCA input):
```
! wB97M-V def2-TZVPD RIJCOSX def2/J DEFGRID3
* xyz 0 1
C 0.1500 -0.7759 -0.7016
C 1.2296 -0.9110 -1.4751
C -1.4334 0.3188 1.2313
N -0.8244 1.4504 1.2454
F 1.1875 -0.4732 -2.6997
F -1.1170 -0.4265 2.3873
H -0.7679 -0.3612 -1.0038
H 0.3168 -1.3445 0.1519
H 2.1646 -1.3179 -1.2389
H 0.1452 1.6178 1.5718
H -1.0510 2.2231 0.5314
*
```

E_HOMO: -9.3 eV

Atom charges from the natural (NBO) analysis, given in e for atoms 1 to 4:
1. C -0.533
2. C 0.251
3. C 0.415
4. N -0.829

***

Run two
ORCA calculation (the ωB97M-V functional and the def2-TZVPD basis) on a 2-piece molecular cluster, C3H5F2N overall.

Structure (ORCA input):
```
! wB97M-V def2-TZVPD RIJCOSX def2/J DEFGRID3
* xyz 0 1
C 2.2599 -0.1643 -0.8513
C 0.9117 -1.3431 0.7657
C -2.0011 0.9222 0.4259
N 1.4867 -0.8466 -0.1625
F -2.4269 2.1484 -0.1404
F -2.2708 -0.1633 -0.4115
H 2.0345 0.5911 -1.6622
H 3.2635 -0.4656 -0.7067
H -2.6816 0.7385 1.3875
H 0.3603 -2.2629 0.7555
H -0.9361 0.8456 0.6002
*
```

E_HOMO: -8.2 eV

Atom charges from the natural (NBO) analysis, given in e for atoms 1 to 4:
1. C -0.266
2. C -0.042
3. C 0.419
4. N -0.276

***

Q: Which of them is the most stable? A: run one.

***

Run one
ORCA calculation (the ωB97M-V functional and the def2-TZVPD basis) on a 7-piece molecular cluster, C5H27N2O6 overall.

Structure (ORCA input):
```
! wB97M-V def2-TZVPD RIJCOSX def2/J DEFGRID3
* xyz 1 1
N 0.2889 0.7475 -0.8069
C 0.4752 1.9058 0.1762
C -0.0706 1.5102 1.5228
N -1.2054 0.5911 1.4639
C -3.3254 -0.2026 0.5637
C -2.6297 1.0808 1.0178
C -3.3215 1.6037 2.2512
H 0.6841 -0.0422 -0.2945
H -0.6912 0.6571 -1.0306
H 0.7000 0.7916 -1.7393
H -0.2426 2.6490 -0.1792
H 1.5264 2.2189 0.2512
H -0.1835 2.4357 2.1508
H 0.6506 0.9655 2.1859
H -1.3773 0.1455 2.3539
H -4.3817 -0.0739 0.8656
H -3.0717 -0.9916 1.2681
H -2.9328 -0.3547 -0.4570
H -2.4080 1.8376 0.2886
H -2.9081 1.1360 3.1440
H -3.2310 2.7165 2.4134
H -4.4233 1.5255 2.1816
H 1.4231 -1.3355 -4.6735
H 2.9593 -1.5462 -4.1025
O 2.2645 -0.9608 -4.4009
H 2.5242 2.0285 -3.1912
H 2.8351 0.4598 -3.3491
O 2.5375 1.1689 -2.7508
H 4.0622 -0.3782 0.7408
H 4.1347 -0.9463 -0.6952
O 4.0578 -1.2075 0.2503
H 2.6337 -1.9909 2.2598
H 1.3497 -1.4091 1.4328
O 1.8080 -1.5039 2.2701
H 1.2998 -2.7752 0.0304
H 1.6184 -1.6799 -1.0203
O 0.9032 -2.0483 -0.4770
H -1.8862 -3.5347 -0.4354
H -0.8253 -2.4290 -0.5141
O -1.6212 -2.7643 -0.9654
*
```

E_HOMO: -12.3 eV

Atom charges from the natural (NBO) analysis, given in e for atoms 1 to 4:
1. N -0.696
2. C -0.231
3. C -0.273
4. N -0.673

***

Run two
ORCA calculation (the ωB97M-V functional and the def2-TZVPD basis) on a 7-piece molecular cluster, C5H27N2O6 overall.

Structure (ORCA input):
```
! wB97M-V def2-TZVPD RIJCOSX def2/J DEFGRID3
* xyz 1 1
C 2.7767 1.0696 2.7580
C 1.4739 1.0164 2.0254
C 0.3489 0.1124 2.4714
C -0.8042 0.3192 1.4074
C -1.7251 -0.9965 1.2558
N -1.9067 -1.2780 -0.1394
N 2.0333 0.3502 0.7149
H 2.6831 1.6556 3.6043
H 3.0147 0.1559 3.2622
H 3.7399 1.2349 2.3638
H 1.2713 2.0134 1.4353
H 0.6860 -1.0095 2.4409
H -0.1463 0.2799 3.5440
H -1.4429 1.2378 1.6760
H -0.4278 0.7342 0.5783
H -2.6986 -0.9500 1.8637
H -1.1505 -1.7505 1.8091
H -2.0237 -2.2801 -0.2852
H -1.1270 -0.9060 -0.6453
H 1.6857 -0.6226 0.8150
H 1.6415 0.5720 -0.2296
H 3.0580 0.4382 0.6554
H 1.2463 -2.6657 0.3256
H 0.1824 -3.1385 1.1139
O 0.9596 -2.8145 1.1799
H 0.0803 1.1883 -2.1711
H 1.6885 1.3943 -1.8317
O 0.9376 0.7700 -1.9805
H -3.8679 0.8685 -1.5203
H -4.1741 1.2858 -0.1101
O -3.6435 1.5736 -0.9358
H -1.7129 1.9465 -1.3965
H -1.8437 3.1551 -1.9452
O -1.2373 2.5580 -1.8096
H 1.3140 -1.0287 -1.6775
H 1.8719 -2.3313 -2.2034
O 1.6580 -1.8551 -1.2572
H -1.0588 -1.1981 -3.3069
H -1.1643 0.0359 -4.0392
O -0.5036 -0.6005 -3.6546
*
```

E_HOMO: -12.5 eV

Atom charges from the natural (NBO) analysis, given in e for atoms 1 to 4:
1. C -0.682
2. C -0.004
3. C -0.487
4. C -0.422

***

Q: Which of them is the most stable? A: run one.